Record 1
{
  "formula": "C17H24NOPdSSb2",
  "method": "ωB97M-V/def2-TZVPD",
  "orbital_gap_ha": 0.2392,
  "e_above_lowest_kcal_mol": 0.46,
  "total_charge": -1,
  "max_force_ev_per_a": 0.122,
  "symbols": ["Pd", "C", "Sb", "C", "C", "C", "C", "C", "C", "C", "C", "C", "Sb", "C", "C", "H", "H", "H", "H", "H", "H", "H", "H", "H", "H", "H", "H", "H", "H", "H", "H", "H", "H", "H", "H", "O", "N", "C", "C", "C", "C", "C", "S", "H", "H", "H", "H"],
  "positions_angstrom": [[-0.103, 0.937, -1.465], [2.785, -1.257, -3.312], [2.220, 0.013, -1.667], [4.148, 0.963, -1.487], [2.672, -1.536, -0.190], [2.726, -0.988, 1.205], [3.944, -0.495, 1.677], [4.078, 0.055, 2.942], [2.972, 0.113, 3.777], [1.759, -0.381, 3.328], [1.603, -0.931, 2.054], [0.250, -1.420, 1.649], [-0.985, 0.147, 0.770], [-2.794, -0.985, 1.010], [-1.236, 1.228, 2.623], [3.734, -1.756, -3.111], [2.872, -0.652, -4.215], [2.004, -2.000, -3.469], [4.956, 0.232, -1.549], [4.207, 1.490, -0.535], [4.255, 1.690, -2.293], [3.639, -1.966, -0.462], [1.913, -2.309, -0.313], [4.809, -0.550, 1.025], [5.039, 0.430, 3.273], [3.054, 0.535, 4.771], [0.894, -0.346, 3.980], [-0.291, -1.799, 2.518], [0.297, -2.221, 0.911], [-2.774, -1.569, 1.932], [-2.907, -1.628, 0.138], [-3.638, -0.293, 1.035], [-1.516, 0.546, 3.427], [-2.028, 1.967, 2.488], [-0.316, 1.749, 2.887], [-2.742, -0.962, -2.276], [-3.533, 0.051, -2.205], [-4.783, -0.142, -1.708], [-5.698, 0.871, -1.572], [-5.328, 2.157, -1.962], [-4.064, 2.349, -2.470], [-3.128, 1.312, -2.612], [-1.569, 1.550, -3.293], [-4.968, -1.170, -1.438], [-6.676, 0.649, -1.169], [-6.015, 2.988, -1.870], [-3.736, 3.331, -2.780]]
}

Record 2
{
  "formula": "C17H25BMnN10SSi",
  "method": "ωB97M-V/def2-TZVPD",
  "orbital_gap_ha": [0.2373, 0.3059],
  "multiplicity": 6,
  "s2": 8.759,
  "max_force_ev_per_a": 3.209,
  "symbols": ["Mn", "C", "C", "N", "N", "C", "B", "N", "C", "C", "C", "N", "N", "C", "C", "C", "N", "H", "H", "H", "H", "H", "H", "H", "H", "H", "H", "C", "C", "N", "N", "C", "S", "N", "N", "H", "H", "H", "H", "H", "H", "C", "Si", "C", "C", "C", "C", "H", "H", "H", "H", "H", "H", "H", "H", "H"],
  "positions_angstrom": [[-0.658, -0.736, -0.331], [-2.414, 3.390, 0.087], [-1.286, 2.578, 0.133], [-1.549, 1.430, -0.530], [-2.811, 1.513, -1.073], [-3.381, 2.695, -0.621], [-3.375, 0.238, -1.717], [-2.335, -0.230, -2.767], [-2.347, -0.510, -4.059], [-1.087, -1.007, -4.491], [-0.347, -1.016, -3.318], [-1.060, -0.516, -2.285], [-3.478, -0.864, -0.606], [-4.579, -1.121, 0.034], [-4.382, -2.249, 0.859], [-3.018, -2.546, 0.686], [-2.447, -1.693, -0.204], [-2.535, 4.330, 0.537], [-0.316, 2.952, 0.392], [-4.364, 2.959, -0.978], [-4.438, 0.407, -2.197], [-3.263, -0.297, -4.603], [-0.785, -1.185, -5.505], [0.780, -1.197, -3.275], [-5.549, -0.647, -0.232], [-5.082, -2.585, 1.616], [-2.405, -3.224, 1.258], [0.623, -0.947, 4.695], [0.816, -2.034, 3.707], [1.302, -3.227, 3.937], [1.280, -3.848, 2.702], [0.657, -3.125, 1.758], [0.332, -3.504, 0.157], [0.468, -1.902, 2.378], [-0.245, -0.766, 1.816], [-0.060, -0.153, 4.388], [1.626, -0.550, 4.994], [0.117, -1.376, 5.619], [1.615, -4.880, 2.638], [0.383, 0.024, 1.966], [-1.121, -0.589, 2.334], [4.423, 1.506, -2.387], [3.866, 1.467, -0.564], [3.141, 3.171, -0.098], [5.505, 1.078, 0.424], [2.309, 0.432, -0.519], [1.168, -0.022, -0.476], [4.718, 2.596, -2.451], [3.592, 1.399, -3.067], [5.266, 0.862, -2.671], [3.827, 3.991, -0.522], [3.105, 3.231, 1.038], [2.075, 3.409, -0.329], [6.295, 1.777, 0.116], [5.829, 0.081, 0.014], [5.600, 1.032, 1.592]]
}

Record 3
{
  "formula": "C17H25ClIN4O3P2S",
  "method": "ωB97M-V/def2-TZVPD",
  "orbital_gap_ha": 0.0976,
  "e_above_lowest_kcal_mol": 68.83,
  "total_charge": 1,
  "max_force_ev_per_a": 9.612,
  "symbols": ["C", "S", "O", "O", "P", "I", "P", "O", "Cl", "H", "H", "H", "H", "H", "N", "C", "C", "C", "C", "H", "H", "H", "H", "H", "N", "C", "C", "C", "C", "H", "H", "H", "H", "H", "N", "C", "C", "C", "C", "H", "H", "H", "H", "H", "N", "C", "C", "C", "C", "H", "H", "H", "H", "H"],
  "positions_angstrom": [[1.858, -3.807, 2.729], [1.215, -2.170, 2.087], [1.169, -1.089, 3.224], [2.205, -1.624, 0.992], [-0.715, -2.264, 1.141], [-0.884, -4.217, -0.417], [-2.382, -2.500, 2.584], [-2.066, -3.936, 3.521], [-2.303, -0.744, 3.782], [2.734, -4.197, 2.019], [2.358, -3.601, 3.791], [1.051, -4.638, 2.888], [-0.905, -0.987, 0.439], [-2.360, -4.743, 2.987], [5.829, -1.501, -0.966], [6.648, -0.578, -1.563], [5.910, 0.562, -1.792], [4.601, 0.319, -1.311], [4.580, -0.961, -0.804], [6.104, -2.434, -0.689], [7.683, -0.811, -1.775], [6.275, 1.470, -2.254], [3.764, 1.005, -1.331], [3.785, -1.532, -0.344], [-4.580, -2.653, -0.831], [-5.611, -1.762, -0.978], [-6.215, -2.007, -2.191], [-5.528, -3.087, -2.794], [-4.525, -3.468, -1.932], [-3.957, -2.702, -0.035], [-5.825, -1.031, -0.210], [-7.061, -1.466, -2.597], [-5.743, -3.538, -3.754], [-3.778, -4.247, -2.007], [-7.565, 1.535, -0.331], [-7.085, 1.781, 0.929], [-7.252, 3.122, 1.194], [-7.859, 3.704, 0.056], [-8.043, 2.702, -0.869], [-7.566, 0.634, -0.791], [-6.666, 0.983, 1.527], [-6.968, 3.626, 2.109], [-8.132, 4.743, -0.074], [-8.472, 2.718, -1.862], [6.192, 4.796, 0.063], [7.240, 5.672, -0.050], [8.310, 4.989, -0.584], [7.890, 3.655, -0.806], [6.578, 3.565, -0.400], [5.277, 5.023, 0.430], [7.136, 6.703, 0.260], [9.287, 5.406, -0.792], [8.482, 2.848, -1.218], [5.887, 2.733, -0.400]]
}

Record 4
{
  "formula": "C17H25F3IrN6O8",
  "method": "ωB97M-V/def2-TZVPD",
  "orbital_gap_ha": [0.3081, 0.2349],
  "multiplicity": 6,
  "e_above_lowest_kcal_mol": 16.32,
  "s2": 8.768,
  "total_charge": 2,
  "max_force_ev_per_a": 0.671,
  "symbols": ["Ir", "N", "C", "C", "C", "C", "N", "C", "N", "N", "C", "O", "O", "H", "H", "H", "H", "H", "H", "H", "H", "H", "H", "H", "H", "H", "H", "C", "C", "C", "C", "C", "C", "O", "N", "C", "O", "N", "C", "O", "H", "H", "H", "H", "H", "H", "H", "H", "H", "H", "H", "O", "C", "F", "C", "F", "F", "C", "O", "O"],
  "positions_angstrom": [[-1.162, -0.180, -0.148], [-2.452, -2.385, 0.880], [-1.679, -3.163, 1.700], [-1.909, -3.112, 3.182], [-2.164, -1.742, 3.816], [-0.972, -0.792, 3.908], [0.038, -1.323, 4.821], [1.337, -1.033, 4.809], [1.836, -0.157, 3.944], [2.148, -1.625, 5.685], [0.431, -2.620, 1.303], [1.066, -3.252, 2.067], [0.395, -1.827, 0.394], [-3.247, -1.922, 1.302], [-2.638, -2.709, -0.061], [-1.387, -4.126, 1.290], [-1.081, -3.624, 3.674], [-2.794, -3.736, 3.360], [-2.547, -1.903, 4.827], [-2.973, -1.213, 3.304], [-1.314, 0.182, 4.266], [-0.520, -0.639, 2.926], [-0.296, -1.880, 5.593], [1.266, 0.360, 3.296], [2.830, -0.010, 3.887], [1.818, -2.345, 6.304], [3.126, -1.393, 5.733], [3.258, -0.012, -3.687], [2.538, 1.199, -4.264], [1.688, 1.966, -3.241], [0.907, 3.139, -3.861], [-0.020, 3.858, -2.890], [2.596, 2.499, -2.129], [3.489, 3.242, -2.409], [2.359, 2.124, -0.812], [1.338, 1.340, -0.376], [1.121, 1.125, 0.806], [0.492, 0.751, -1.309], [0.621, 0.978, -2.591], [-0.076, 0.476, -3.477], [3.835, -0.509, -4.464], [2.561, -0.752, -3.283], [3.958, 0.274, -2.899], [1.891, 0.915, -5.095], [3.257, 1.924, -4.645], [0.355, 2.756, -4.719], [1.672, 3.818, -4.241], [-0.816, 3.205, -2.523], [-0.502, 4.696, -3.391], [0.526, 4.269, -2.038], [2.956, 2.550, -0.112], [-2.473, 2.044, 1.578], [-2.034, 1.184, 0.999], [-3.420, 0.925, -4.282], [-3.594, -0.158, -3.534], [-3.263, -1.233, -4.239], [-4.875, -0.246, -3.178], [-2.729, -0.067, -2.260], [-2.386, -1.148, -1.686], [-2.385, 1.037, -1.808]]
}

Record 5
{
  "formula": "C17H25F3NO4S2Sr",
  "method": "ωB97M-V/def2-TZVPD",
  "orbital_gap_ha": 0.3640,
  "e_above_lowest_kcal_mol": 9.09,
  "total_charge": 1,
  "max_force_ev_per_a": 0.659,
  "symbols": ["Sr", "C", "C", "C", "C", "C", "C", "C", "C", "C", "C", "H", "H", "H", "H", "H", "H", "H", "H", "H", "H", "H", "H", "H", "H", "F", "C", "F", "F", "S", "O", "O", "O", "O", "S", "C", "C", "C", "C", "H", "H", "H", "H", "H", "H", "H", "H", "C", "C", "N", "H", "H", "H"],
  "positions_angstrom": [[-0.187, -0.142, 0.098], [-0.606, -4.944, 1.340], [-0.469, -3.574, 1.993], [-1.716, -2.721, 1.718], [0.741, -2.787, 1.534], [1.369, -3.016, 0.310], [2.387, -2.186, -0.143], [2.828, -1.101, 0.612], [3.942, -0.217, 0.123], [2.222, -0.891, 1.854], [1.205, -1.724, 2.308], [-1.452, -5.478, 1.771], [0.289, -5.548, 1.488], [-0.792, -4.862, 0.267], [-0.376, -3.713, 3.074], [-1.841, -2.583, 0.636], [-1.649, -1.748, 2.222], [-2.625, -3.204, 2.077], [1.055, -3.842, -0.313], [2.830, -2.376, -1.112], [4.910, -0.644, 0.391], [3.888, 0.776, 0.569], [3.917, -0.117, -0.961], [2.551, -0.064, 2.473], [0.750, -1.531, 3.273], [-0.969, -3.284, -2.026], [-0.949, -2.609, -3.189], [0.019, -3.103, -3.945], [-2.114, -2.776, -3.789], [-0.637, -0.832, -2.848], [-1.679, -0.497, -1.847], [-0.717, -0.151, -4.095], [0.665, -0.838, -2.165], [-0.226, 2.300, -0.139], [-0.094, 2.706, -1.615], [-1.736, 3.216, -2.208], [-1.765, 4.741, -2.227], [-0.345, 5.186, -2.573], [0.564, 4.391, -1.643], [-2.460, 2.739, -1.549], [-1.835, 2.781, -3.203], [-2.044, 5.124, -1.243], [-2.498, 5.105, -2.945], [-0.196, 6.256, -2.429], [-0.116, 4.961, -3.616], [0.483, 4.727, -0.607], [1.610, 4.358, -1.939], [-1.091, 2.634, 4.390], [-0.889, 1.623, 3.360], [-0.727, 0.826, 2.552], [-1.109, 2.156, 5.368], [-2.038, 3.142, 4.217], [-0.279, 3.357, 4.351]]
}

> Number 3 is which compound?

C17H25ClIN4O3P2S